DFT (ωB97M-V/def2-TZVPD) results for C4H8N2O as an isolated structure.

Kohn-Sham gap	10.36	eV
LUMO level	0.93	eV
ΔE to the lowest compared entry with this formula, charge and spin	69.6	kcal per mole
charge	0
energy	-9303.37457	eV

Structure (XYZ):
```
15
Properties=species:S:1:pos:R:3:forces:R:3:nbo_charge:R:1
O 0.108 2.122 0.498 -0.71 -0.16 -0.41 -0.641
N 0.771 -0.403 0.756 0.80 -0.49 0.34 -0.556
H 1.732 -0.256 0.484 0.31 -0.72 -0.09 0.383
H -0.092 -0.250 -2.643 -0.10 0.14 0.52 0.227
H 0.832 1.117 -1.988 -0.01 -0.05 0.11 0.242
C -0.124 -0.071 -0.435 0.52 0.48 0.57 -0.009
H -1.676 1.657 1.990 0.09 0.02 0.07 0.386
C -0.462 1.047 0.570 -0.41 0.44 -0.98 0.706
N -1.459 0.774 1.544 -0.12 0.10 0.04 -0.879
H -1.153 0.128 2.267 -0.02 0.00 -0.37 0.386
H 0.495 -2.177 -0.368 -0.40 0.02 -0.32 0.212
H 1.432 -0.554 -1.836 -0.15 0.22 0.08 0.205
C -0.064 -1.420 0.171 0.00 -0.28 0.19 -0.246
C 0.535 0.084 -1.801 0.00 0.22 0.20 -0.628
H -0.874 -1.796 0.793 0.21 0.06 0.04 0.213
```
Forces are in eV/Å.